Molecular formula: C5H8O
Method: DFT, the ωB97M-V functional and the def2-TZVPD basis

Each line ends with the natural charge from an NBO analysis.
Element x y z (Å)
C 1.4461 -0.4349 -0.7173  -0.607
C 0.1991 -0.0465 0.0284  -0.096
C -0.8048 -0.9632 0.6658  -0.446
C -1.2622 -0.0224 -0.3984  0.092
O -1.4737 1.3003 0.0713  -0.520
C -0.0974 1.3397 0.5730  -0.058
H 1.2111 -1.2128 -1.4502  0.218
H 2.2422 -0.8121 -0.0644  0.213
H 1.8455 0.4258 -1.2687  0.214
H -0.7246 -1.9993 0.3479  0.219
H -1.1343 -0.8061 1.6900  0.214
H -1.8429 -0.3676 -1.2544  0.199
H -0.0947 1.4504 1.6647  0.176
H 0.5034 2.1372 0.1176  0.182

- Energy above the lowest of the compared OMol25 structures with the same formula, charge and spin: 229.3 kJ/mol
- Frontier orbital gap: 10.04 eV
- Multiplicity: 1
- E_tot: -270.47054 Ha
- LUMO level: 1.06 eV